1.
Computed, not measured: a structure of composition C16H52BNaO16, with ωB97M-V/def2-TZVPD.

Structure (XYZ):
```
86
Properties=species:S:1:pos:R:3:mulliken_charge:R:1
Na -0.607 0.880 -1.627 0.36
B 0.065 -0.196 0.596 5.68
H 0.527 -0.375 1.554 -0.35
H -0.503 -1.074 0.330 -0.75
H -0.621 0.625 0.735 -0.51
H 0.874 0.051 -0.073 -2.15
C 0.478 4.260 0.297 0.16
C -0.790 4.388 -0.632 -0.65
O -0.960 3.306 -1.589 -0.18
O 1.673 4.552 -0.432 -0.64
H 0.524 3.193 0.517 -0.30
H 0.390 4.767 1.258 0.43
H -0.755 5.269 -1.272 0.38
H -1.681 4.489 -0.012 0.32
H -1.095 3.635 -2.481 0.15
H 1.718 3.788 -1.011 0.35
C 2.163 0.644 -2.852 -0.27
C 1.673 1.750 -3.773 -0.79
O 0.474 2.437 -3.541 -0.41
O 1.417 -0.460 -3.170 -0.26
H 1.935 1.108 -1.893 -0.32
H 3.240 0.519 -2.964 0.48
H 1.764 1.556 -4.842 0.37
H 2.344 2.606 -3.704 0.50
H 0.546 3.158 -4.171 0.30
H 1.985 -0.990 -3.733 0.27
C 0.214 1.376 4.104 -0.06
C -0.986 1.913 3.203 1.23
O -1.932 2.668 3.780 -0.58
O -0.339 0.631 5.218 -0.62
H 0.737 2.158 4.653 0.29
H 0.927 0.809 3.505 0.01
H -1.268 1.018 2.648 -0.52
H -0.416 2.424 2.427 -0.63
H -2.321 2.109 4.457 0.41
H -0.964 -0.034 4.919 0.32
C -3.883 -0.064 -2.238 -0.42
C -3.922 0.679 -0.866 0.34
O -3.956 2.091 -1.012 -0.62
O -2.557 0.191 -2.857 -0.38
H -4.491 0.591 -2.862 0.31
H -4.217 -1.092 -2.378 0.45
H -2.967 0.586 -0.348 -0.60
H -4.702 0.364 -0.174 0.50
H -3.074 2.287 -1.338 0.39
H -2.644 0.009 -3.795 0.17
C 3.834 1.683 3.094 -0.52
C 3.129 0.810 1.932 -0.59
O 2.052 1.501 1.195 -0.01
O 4.479 2.811 2.566 -0.56
H 4.527 0.907 3.419 0.38
H 3.235 1.796 3.997 0.17
H 2.870 -0.212 2.210 0.22
H 3.927 0.755 1.191 0.50
H 1.293 0.914 1.221 -0.52
H 3.839 3.229 1.985 0.37
C -2.538 -2.928 1.491 -0.10
C -2.810 -1.697 2.254 0.73
O -3.792 -1.817 3.241 -0.60
O -3.722 -3.255 0.767 -0.56
H -2.202 -3.732 2.146 0.38
H -1.737 -2.867 0.755 -0.25
H -3.039 -0.908 1.537 -0.49
H -1.855 -1.434 2.708 -0.02
H -3.335 -2.085 4.042 0.41
H -4.243 -3.948 1.179 0.28
C 2.292 -3.269 0.734 -0.47
C 3.214 -2.456 -0.228 -0.53
O 3.081 -1.082 -0.211 -0.44
O 0.983 -2.931 0.524 -0.54
H 2.450 -2.942 1.762 0.31
H 2.474 -4.316 0.493 0.41
H 2.895 -2.725 -1.235 0.21
H 4.256 -2.633 0.038 0.43
H 2.221 -0.699 -0.400 -0.51
H 0.763 -2.117 0.983 -0.33
C -0.077 -4.057 -3.645 -0.86
C -0.137 -3.302 -2.367 0.77
O -0.320 -4.252 -1.301 -0.66
O -1.135 -4.875 -3.950 -0.58
H 0.820 -4.635 -3.867 0.39
H -0.006 -3.332 -4.456 0.27
H -1.054 -2.713 -2.355 0.07
H 0.703 -2.607 -2.374 -0.15
H 0.001 -3.839 -0.496 0.46
H -1.355 -5.342 -3.140 0.38
```

Properties
- energy above the lowest of the compared OMol25 structures with the same formula, charge and spin (kJ/mol) = 185.8
- LUMO (hartree) = -0.0211
- total charge = 0
- frontier orbital gap (eV) = 8.76

2.
Computed, not measured: a cluster of 9 separate species, C16H52BO16 in total, with ωB97M-V/def2-TZVPD.

Structure (XYZ):
```
85
Properties=species:S:1:pos:R:3:mulliken_charge:R:1
B 0.517 0.177 0.417 6.87
H 0.994 -0.390 1.303 -0.52
H 0.927 1.251 0.437 -1.24
H 0.755 -0.278 -0.610 -0.91
H -0.626 0.242 0.566 -1.13
C -0.181 -3.545 -0.774 -0.54
C -1.465 -3.359 0.032 -0.52
O -1.428 -2.249 0.950 -0.47
O -0.101 -2.651 -1.881 -0.70
H -0.155 -4.577 -1.128 0.46
H 0.728 -3.414 -0.179 0.19
H -1.612 -4.257 0.636 0.40
H -2.304 -3.238 -0.659 0.22
H -0.760 -1.619 0.622 -0.26
H 0.052 -1.771 -1.495 0.25
C 3.852 1.397 1.788 -0.22
C 3.884 2.650 0.931 -0.50
O 2.586 3.175 0.642 -0.59
O 3.440 0.237 1.110 -0.57
H 3.195 1.599 2.644 0.00
H 4.841 1.252 2.234 0.45
H 4.341 2.460 -0.045 0.21
H 4.439 3.427 1.458 0.38
H 2.031 2.470 0.288 -0.07
H 2.474 0.149 1.216 -0.64
C 2.194 1.501 -3.796 -0.04
C 1.042 2.204 -4.473 0.01
O 1.482 3.024 -5.539 -0.55
O 2.844 0.590 -4.709 -0.62
H 1.841 0.868 -2.978 -0.05
H 2.986 2.171 -3.463 0.29
H 0.609 2.790 -3.649 0.22
H 0.226 1.514 -4.710 0.07
H 0.718 3.566 -5.756 0.32
H 2.425 -0.262 -4.533 0.32
C -0.032 -1.997 -5.389 -0.06
C 1.459 -2.291 -5.213 -0.50
O 1.977 -1.988 -3.900 -0.63
O -0.821 -2.756 -4.515 -0.56
H -0.351 -2.180 -6.419 0.38
H -0.262 -0.927 -5.290 -0.05
H 2.001 -1.663 -5.922 0.42
H 1.661 -3.348 -5.399 0.31
H 1.474 -2.554 -3.297 0.37
H -0.562 -2.551 -3.600 0.43
C -0.072 1.691 3.562 -0.62
C -0.329 2.940 2.706 0.06
O -1.654 3.437 2.904 -0.54
O -0.813 0.555 3.108 -0.59
H -0.475 1.819 4.574 0.58
H 1.001 1.597 3.756 0.07
H -0.316 2.701 1.644 -0.20
H 0.384 3.736 2.937 0.29
H -1.830 3.355 3.846 0.30
H -0.436 0.384 2.219 0.03
C 2.010 -2.706 4.304 -0.61
C 2.235 -2.433 2.846 0.60
O 3.058 -3.438 2.263 -0.63
O 3.211 -2.539 5.043 -0.56
H 1.637 -3.726 4.454 0.34
H 1.198 -2.072 4.661 0.27
H 2.674 -1.448 2.686 0.07
H 1.245 -2.405 2.376 -0.16
H 3.574 -3.075 1.539 0.35
H 3.928 -3.008 4.607 0.33
C -5.537 1.157 3.521 -0.71
C -4.113 1.137 2.985 0.43
O -3.652 -0.142 2.580 -0.56
O -6.432 0.971 2.426 -0.53
H -5.685 2.139 3.977 0.30
H -5.536 0.373 4.276 0.36
H -3.458 1.621 3.722 0.01
H -3.953 1.801 2.127 0.07
H -2.688 -0.107 2.506 0.28
H -6.434 1.753 1.871 0.31
C -3.229 0.517 -1.009 -0.24
C -2.259 0.803 -2.173 -0.02
O -1.141 1.538 -1.664 -0.59
O -4.020 1.699 -0.813 -0.61
H -2.737 0.154 -0.110 -0.07
H -3.906 -0.268 -1.354 0.37
H -2.756 1.416 -2.921 0.37
H -1.865 -0.118 -2.616 -0.07
H -0.678 1.004 -0.992 -0.47
H -3.490 2.339 -0.326 0.33
```

Properties
- energy above the lowest of the compared OMol25 structures with the same formula, charge and spin (kJ/mol) = 69.2
- LUMO (hartree) = 0.0949
- total charge = -1
- frontier orbital gap (eV) = 9.70

3.
Computed, not measured: a cluster of 9 separate species, C16H52N2O11 in total, with ωB97M-V/def2-TZVPD.

Structure (XYZ):
```
81
Properties=species:S:1:pos:R:3:mulliken_charge:R:1
C 4.641 3.040 -2.614 -0.83
O 3.580 2.124 -2.752 -0.31
C 2.455 2.260 -1.938 0.82
C 1.620 3.501 -2.385 -1.02
N 0.214 3.237 -2.668 -0.20
C -0.561 2.669 -1.575 -0.71
C -1.531 1.638 -2.098 0.46
O -2.433 2.178 -3.050 -0.45
C -3.518 2.885 -2.469 -0.63
H 5.271 2.689 -1.792 0.31
H 4.320 4.079 -2.666 0.32
H 5.307 2.888 -3.470 0.26
H 2.713 2.410 -0.880 0.32
H 1.852 1.358 -2.027 -0.69
H 2.055 3.974 -3.271 0.47
H 1.790 4.316 -1.654 0.31
H -0.155 4.063 -3.110 0.23
H -1.139 3.484 -1.122 0.36
H 0.062 2.158 -0.843 0.45
H -2.093 1.200 -1.256 -0.09
H -0.969 0.775 -2.464 -0.01
H -3.982 3.386 -3.320 0.27
H -3.207 3.623 -1.731 0.28
H -4.260 2.161 -2.121 0.24
C -4.600 0.668 0.501 -0.90
O -4.243 -0.118 1.579 -0.37
C -2.861 -0.369 1.707 -0.26
C -2.421 -0.604 3.138 -0.74
N -2.685 0.499 4.061 -0.44
C -4.094 0.751 4.398 -0.09
C -4.131 1.649 5.643 -0.70
O -3.518 0.959 6.718 -0.36
C -4.303 -0.022 7.358 -0.69
H -4.456 0.250 -0.508 0.35
H -4.103 1.642 0.398 0.37
H -5.670 0.869 0.540 0.40
H -2.212 0.388 1.253 0.08
H -2.667 -1.300 1.159 0.34
H -1.334 -0.688 3.164 0.45
H -2.859 -1.566 3.454 0.32
H -2.172 0.264 4.906 0.28
H -4.634 -0.185 4.586 0.18
H -4.453 1.247 3.497 0.21
H -5.174 1.909 5.854 0.38
H -3.525 2.542 5.507 0.35
H -4.513 -0.929 6.789 0.25
H -5.311 0.385 7.535 0.31
H -3.864 -0.158 8.340 0.27
C 0.792 -1.213 -0.401 -0.03
C 2.253 -1.268 0.040 -0.27
O 2.497 -2.555 0.624 -0.54
H 0.442 -2.077 -0.952 0.36
H 0.628 -0.229 -0.854 -0.30
H 0.133 -1.068 0.465 -0.14
H 2.463 -0.507 0.796 0.24
H 2.949 -1.210 -0.803 0.40
H 3.198 -3.081 0.241 0.15
C 3.016 -1.105 -3.975 -0.55
C 1.842 -1.760 -4.689 -0.19
O 0.942 -0.747 -5.149 -0.54
H 3.706 -0.670 -4.697 0.40
H 3.469 -1.926 -3.418 0.27
H 2.618 -0.279 -3.391 -0.26
H 1.331 -2.392 -3.954 0.15
H 2.215 -2.392 -5.499 0.37
H 0.353 -1.122 -5.812 0.29
O 4.859 -5.142 0.475 -0.65
H 4.640 -4.314 0.926 0.28
H 5.498 -5.565 1.056 0.30
O -1.098 -2.289 -3.036 -0.58
H -0.648 -1.702 -3.664 0.28
H -1.963 -1.885 -2.903 0.29
O 3.711 -4.252 -1.938 -0.61
H 2.767 -4.358 -1.767 0.32
H 4.152 -4.788 -1.251 0.34
O 1.579 -2.044 3.208 -0.65
H 1.744 -2.279 2.272 0.44
H 0.849 -2.607 3.481 0.30
O 5.628 -2.816 1.946 -0.64
H 5.004 -2.460 2.594 0.32
H 6.204 -2.075 1.729 0.30
```

Properties
- LUMO (hartree) = 0.0148
- total charge = 0
- frontier orbital gap (eV) = 8.87

> Which formula does entry 3 have?

C16H52N2O11

> Which of these has the lowest frontier orbital gap?

C16H52BNaO16

> Which value of frontier orbital gap does entry 1 give?

8.76 eV